C31H36N14O2PbS | ωB97M-V/def2-TZVPD

Summary:
- Max |F|: 0.6 eV/Å
- Energy relative to the best compared isomer or geometry (same formula, charge and spin): 40.26 kcal per mole
- LUMO (alpha / beta): -2.67 / -2.61 eV

```
! wB97M-V def2-TZVPD RIJCOSX def2/J DEFGRID3
* xyz 0 1
Pb -0.238 0.083 0.261
C -0.772 1.606 -3.753
C -2.105 1.672 -2.999
N -2.349 0.500 -2.162
C -2.588 -0.752 -2.862
C -1.359 -1.513 -3.357
S -0.093 -1.860 -2.098
C 1.423 -1.170 -2.828
C 1.244 0.172 -3.563
N 0.286 1.055 -2.943
H -0.545 2.613 -4.130
H -0.904 0.980 -4.638
H -2.905 1.813 -3.743
H -2.108 2.546 -2.346
H -3.148 0.690 -1.568
H -3.245 -0.614 -3.738
H -3.118 -1.405 -2.174
H -0.870 -1.016 -4.188
H -1.714 -2.478 -3.724
H 1.855 -1.909 -3.504
H 2.093 -1.067 -1.974
H 0.925 -0.038 -4.587
H 2.234 0.634 -3.643
H 0.729 1.737 -2.335
C 2.599 3.484 1.757
C 1.367 4.058 1.140
C 1.473 5.144 0.293
C 0.358 5.696 -0.317
C -0.920 5.179 -0.085
C -1.093 4.090 0.729
C -2.463 3.584 1.062
C 0.057 3.493 1.362
N -0.162 2.361 2.036
C 0.323 2.065 3.279
O 0.639 2.902 4.106
C 0.267 0.613 3.687
C 0.923 0.240 4.851
C 0.815 -1.071 5.280
C 0.008 -1.944 4.575
C -0.620 -1.485 3.428
N -0.457 -0.246 2.965
C -1.588 -2.403 2.726
O -1.924 -3.448 3.250
N -2.233 -1.865 1.651
C -3.121 -2.471 0.862
C -2.861 -3.704 0.176
C -1.585 -4.449 0.385
C -3.840 -4.195 -0.670
C -5.068 -3.557 -0.802
C -5.342 -2.380 -0.108
C -4.383 -1.803 0.694
C -4.662 -0.539 1.450
H 3.480 3.813 1.210
H 2.586 2.394 1.754
H 2.671 3.802 2.796
H 2.455 5.548 0.085
H 0.478 6.538 -0.988
H -1.782 5.650 -0.542
H -2.759 3.933 2.055
H -2.497 2.497 1.096
H -3.195 3.951 0.344
H 1.496 0.980 5.390
H 1.334 -1.400 6.170
H -0.155 -2.966 4.884
H -0.721 -3.785 0.450
H -1.429 -5.172 -0.414
H -1.638 -4.980 1.337
H -3.647 -5.109 -1.218
H -5.823 -3.981 -1.452
H -6.311 -1.905 -0.210
H -5.407 0.066 0.932
H -3.752 0.037 1.604
H -5.055 -0.773 2.443
N 3.476 -0.261 1.199
C 3.178 0.788 0.364
N 4.070 1.687 -0.024
N 3.371 2.545 -0.784
N 2.138 2.184 -0.854
N 1.966 1.051 -0.130
C 2.670 -1.363 1.372
N 3.060 -2.452 2.011
N 1.987 -3.265 1.974
N 1.015 -2.704 1.351
N 1.411 -1.473 0.939
H 4.432 -0.346 1.502
*
```

Löwdin atomic charge list, values in e, 8 entries: atom 1 (Pb): 1.291, atom 2 (C): -0.212, atom 3 (C): -0.206, atom 4 (N): -0.122, atom 5 (C): -0.273, atom 6 (C): -0.428, atom 7 (S): 0.800, atom 8 (C): -0.434

***

C31H36N4O2S | ωB97M-V/def2-TZVPD

Summary:
- Max |F|: 2.0 eV/Å
- LUMO: 0.19 eV

```
! wB97M-V def2-TZVPD RIJCOSX def2/J DEFGRID3
* xyz 0 1
C -2.623 -5.625 -0.145
C -2.946 -4.213 -0.584
N -1.954 -3.135 -0.147
C -2.316 -2.253 0.878
O -3.307 -2.517 1.548
C -1.345 -1.178 1.374
C -1.333 0.232 0.813
C -0.542 1.216 1.713
C 0.277 2.265 1.218
C 1.113 3.007 2.077
C 0.920 2.788 3.442
C -0.053 1.923 3.965
C -0.812 1.146 3.098
C -0.029 2.052 5.446
C 1.048 3.118 5.727
N 1.587 3.418 4.424
C 2.604 4.408 4.205
C 3.183 4.269 2.801
C 2.119 4.039 1.707
C -1.001 0.173 -0.669
C 0.242 0.540 -1.213
C 0.403 0.675 -2.600
C -0.659 0.224 -3.371
C -1.883 -0.247 -2.855
C -2.061 -0.256 -1.488
C -2.724 -0.707 -3.988
C -1.832 -0.503 -5.235
N -0.650 0.151 -4.723
C 0.475 0.543 -5.518
C 1.364 1.534 -4.767
C 1.633 1.153 -3.299
C -0.010 -1.817 1.202
O 0.822 -1.888 2.098
N 0.237 -2.366 -0.077
C 1.689 -2.509 -0.456
C 2.344 -3.733 0.107
C -0.677 -3.209 -0.663
S -0.239 -4.312 -1.817
H -3.393 -6.286 -0.574
H -1.647 -5.992 -0.511
H -2.676 -5.740 0.945
H -2.916 -4.200 -1.678
H -3.919 -3.898 -0.205
H -1.531 -1.161 2.460
H -2.386 0.573 0.850
H 0.259 2.524 0.156
H -1.613 0.523 3.510
H -1.004 2.357 5.842
H 0.226 1.099 5.925
H 1.820 2.751 6.407
H 0.610 4.005 6.199
H 2.202 5.425 4.360
H 3.389 4.269 4.958
H 3.745 5.175 2.568
H 3.886 3.427 2.796
H 1.602 4.990 1.505
H 2.615 3.744 0.778
H 1.067 0.794 -0.548
H -3.042 -0.524 -1.064
H -3.651 -0.127 -4.057
H -3.025 -1.754 -3.883
H -2.328 0.110 -5.996
H -1.586 -1.465 -5.706
H 0.088 0.997 -6.439
H 1.062 -0.347 -5.806
H 2.317 1.621 -5.293
H 0.879 2.517 -4.778
H 2.415 0.377 -3.247
H 2.027 2.023 -2.759
H 1.673 -2.557 -1.548
H 2.165 -1.581 -0.116
H 3.399 -3.679 -0.170
H 2.279 -3.737 1.196
H 1.928 -4.657 -0.306
*
```

Löwdin atomic charge list, values in e, 8 entries: atom 1 (C): -0.114, atom 2 (C): -0.202, atom 3 (N): 0.009, atom 4 (C): -0.337, atom 5 (O): 0.093, atom 6 (C): -0.107, atom 7 (C): -0.166, atom 8 (C): -0.142

***

C31H36PPtSi2 | ωB97M-V/def2-TZVPD

Summary:
- <S²>: 2.0124
- Max |F|: 3.0 eV/Å
- LUMO (alpha / beta): 2.67 / 2.64 eV

```
! wB97M-V def2-TZVPD RIJCOSX def2/J DEFGRID3
* xyz -1 3
Pt -0.631 -0.044 0.522
C -1.651 2.665 2.872
Si -1.925 0.812 2.335
C -3.691 0.974 1.815
C -1.644 -0.269 3.881
C -2.407 -0.097 5.089
C -2.277 -0.994 6.144
C -1.534 -2.159 6.000
C -0.734 -2.324 4.822
C -0.823 -1.436 3.788
Si 0.007 -1.768 2.089
C -0.427 -3.534 1.575
C 1.827 -1.565 2.561
H -2.618 3.076 3.167
H -1.296 3.187 2.034
H -0.951 2.671 3.679
H -4.083 1.577 2.664
H -4.211 0.012 1.625
H -3.740 1.550 0.890
H -2.924 0.848 5.186
H -2.780 -0.888 7.078
H -1.474 -2.935 6.766
H -0.077 -3.168 4.729
H -0.560 -4.263 2.363
H 0.461 -3.840 0.947
H -1.407 -3.458 0.913
H 2.275 -0.540 2.494
H 2.447 -2.309 2.036
H 1.769 -1.646 3.649
C 2.976 1.756 -3.318
C 3.277 0.536 -2.506
C 4.608 0.158 -2.433
C 4.924 -1.049 -1.896
C 3.934 -1.891 -1.403
C 2.683 -1.392 -1.191
C 2.306 -0.147 -1.736
P 0.588 0.224 -1.563
C 0.203 1.899 -1.905
C -0.609 2.152 -3.075
C -1.311 3.344 -3.225
C -0.963 4.364 -2.341
C -0.105 4.181 -1.271
C 0.586 3.017 -1.068
C 1.671 2.936 -0.013
C -0.358 -0.842 -2.650
C 0.150 -1.432 -3.816
C -0.501 -2.528 -4.420
C -1.593 -3.080 -3.792
C -2.072 -2.541 -2.602
C -1.550 -1.339 -2.061
C -2.114 -0.837 -0.784
H 3.348 2.613 -2.716
H 1.930 1.905 -3.542
H 3.492 1.819 -4.326
H 5.381 0.797 -2.912
H 5.938 -1.407 -1.846
H 4.153 -2.899 -1.068
H 1.865 -2.037 -0.815
H -0.821 1.327 -3.805
H -2.032 3.572 -4.001
H -1.377 5.300 -2.539
H 0.044 4.940 -0.488
H 2.684 3.091 -0.514
H 1.809 2.031 0.558
H 1.460 3.774 0.637
H 1.044 -1.017 -4.250
H -0.095 -2.957 -5.363
H -2.136 -3.869 -4.318
H -2.958 -3.144 -2.192
H -2.682 -1.581 -0.207
H -2.696 0.116 -0.940
*
```

Löwdin atomic charge list, values in e, 8 entries: atom 1 (Pt): 0.596, atom 2 (C): -0.219, atom 3 (Si): 0.366, atom 4 (C): -0.262, atom 5 (C): -0.282, atom 6 (C): -0.096, atom 7 (C): -0.130, atom 8 (C): -0.095

***

Look up the max |F| of the second one. 2.0 eV/Å